Version w
{"formula": "C2H2F2S2", "method": "wB97M-V/def2-TZVPD", "elements": ["C", "C", "F", "F", "S", "S", "H", "H"], "coordinates": [[-1.088, 1.870, -0.710], [-1.321, 1.222, 0.511], [-0.810, 3.063, -1.191], [-2.500, 1.343, 1.175], [0.424, -1.340, -0.928], [-1.352, 0.349, -1.168], [-0.703, 1.011, 1.387], [-0.868, -1.724, -0.792]], "nbo_charge": [0.00, 0.12, -0.27, -0.34, -0.45, 0.64, 0.20, 0.09], "orbital_gap_ha": [0.27692, 0.27689], "total_charge": 0, "homo_energy_ha": [-0.3095, -0.3095]}


Version x
{"formula": "C2H2F2S2", "method": "wB97M-V/def2-TZVPD", "elements": ["C", "C", "F", "F", "S", "S", "H", "H"], "coordinates": [[-1.561, 0.491, -0.476], [-0.739, -0.466, 0.265], [-2.068, 1.603, 0.055], [-1.026, -1.760, -0.145], [2.854, 0.522, -0.445], [0.044, 0.344, -1.120], [-0.647, -0.450, 1.291], [3.142, -0.285, 0.575]], "nbo_charge": [0.22, 0.00, -0.30, -0.35, -0.21, 0.32, 0.21, 0.10], "orbital_gap_ha": [0.25316, 0.31485], "total_charge": 0, "homo_energy_ha": [-0.3418, -0.3638]}


Q: Which of them is the least stable? A: version x.


Version w
{"formula": "C2H5N3S2", "method": "wB97M-V/def2-TZVPD", "elements": ["H", "N", "C", "C", "S", "N", "H", "S", "N", "H", "H", "H"], "coordinates": [[1.605, 1.329, -2.011], [0.987, 0.509, -1.960], [0.579, -0.097, -0.971], [-0.602, -0.911, -0.835], [-1.418, -0.056, 0.555], [-1.908, -1.159, 1.475], [-1.723, -0.828, 2.429], [0.931, 0.243, 0.796], [1.296, 1.766, 0.835], [1.601, 1.987, 1.817], [-1.015, -1.013, -1.815], [-0.334, -1.770, -0.313]], "nbo_charge": [0.40, -0.61, 0.14, -0.66, 0.89, -1.13, 0.37, 0.77, -1.05, 0.36, 0.26, 0.26], "orbital_gap_ha": [0.27196, 0.27200], "total_charge": 0, "smiles": "[H]/N=C1C/S(=N/[H])#S/1=N\\[H]", "homo_energy_ha": [-0.2891, -0.2891]}


Version x
{"formula": "C2H5N3S2", "method": "wB97M-V/def2-TZVPD", "elements": ["C", "C", "S", "N", "N", "H", "H", "N", "S", "H", "H", "H"], "coordinates": [[-1.507, -0.369, 0.627], [-1.075, -1.666, 0.693], [-1.624, -2.387, -0.748], [-2.427, -1.001, -1.217], [-2.253, -0.045, -0.476], [-1.162, 0.315, 1.483], [-0.204, -2.010, 1.219], [2.095, 1.926, -0.191], [2.028, 0.342, -0.771], [3.013, 2.255, -0.242], [1.550, 2.508, -0.864], [1.566, 0.134, 0.487]], "nbo_charge": [-0.10, -0.47, 0.59, -0.32, -0.18, 0.23, 0.25, -0.97, 0.13, 0.36, 0.36, 0.11], "orbital_gap_ha": 0.36126, "total_charge": 0, "smiles": "c1csnn1.NS", "homo_energy_ha": -0.3438}


Q: Which of them is the least stable? A: version w.